58
Properties=species:S:1:pos:R:3 method="wB97M-V/def2-TZVPD" smiles="NC(=O)OS(=O)(=O)C(F)(F)C(F)(F)C(F)(F)C(F)(F)F.FC(F)C(F)(F)COC(F)(F)C(F)F.FC(F)C(F)(F)COC(F)(F)C(F)F" lumo_ev=0.32 spin_multiplicity=1
N 2.263 -1.515 -0.635
C 1.571 -0.374 -1.020
O 1.332 0.006 -2.106
O 1.273 0.438 0.110
S -0.234 0.725 0.528
O -0.912 1.474 -0.472
O -0.180 1.130 1.888
C -1.005 -0.956 0.490
F -1.169 -1.351 -0.794
F -0.146 -1.816 1.086
C -2.379 -0.981 1.253
F -2.189 -1.636 2.420
F -2.806 0.266 1.530
C -3.517 -1.741 0.505
F -4.554 -1.779 1.370
F -3.100 -3.003 0.277
C -4.017 -1.078 -0.835
F -5.331 -0.907 -0.799
F -3.431 0.105 -1.024
F -3.718 -1.871 -1.863
H 2.840 -1.791 -1.425
H 1.635 -2.285 -0.436
F -4.723 4.784 2.174
C -4.869 3.595 1.560
F -5.730 3.756 0.529
C -5.447 2.540 2.509
F -6.706 2.869 2.864
F -5.521 1.404 1.751
C -4.631 2.161 3.755
O -5.007 2.736 4.992
C -4.513 3.925 5.443
F -3.511 4.391 4.682
F -4.009 3.704 6.680
C -5.624 4.967 5.626
F -6.278 5.180 4.470
F -5.059 6.129 6.024
H -3.904 3.265 1.165
H -4.836 1.101 3.900
H -3.559 2.244 3.574
H -6.330 4.626 6.385
F 5.386 -0.823 -4.295
C 4.502 -1.830 -4.383
F 3.374 -1.456 -3.731
C 5.022 -3.105 -3.712
F 5.136 -2.904 -2.380
F 4.021 -4.017 -3.903
C 6.293 -3.767 -4.265
O 7.512 -3.532 -3.591
C 8.343 -2.491 -3.894
F 7.960 -1.835 -5.000
F 9.565 -3.014 -4.139
C 8.521 -1.546 -2.700
F 7.333 -1.059 -2.295
F 9.303 -0.515 -3.084
H 4.260 -2.014 -5.432
H 6.121 -4.832 -4.115
H 6.384 -3.615 -5.341
H 8.996 -2.078 -1.873

***

87
Properties=species:S:1:pos:R:3 method="wB97M-V/def2-TZVPD" lumo_ev="-1.68 / -1.68" spin_multiplicity=1
Ir 0.813 0.820 -0.418
C -0.964 3.176 3.744
C -1.616 2.852 2.396
C -2.834 3.754 2.173
C -1.992 1.385 2.284
C -2.666 0.761 3.325
C -2.986 -0.586 3.257
C -2.636 -1.322 2.140
C -1.955 -0.746 1.068
C -1.632 -1.594 -0.149
C -2.838 -2.419 -0.607
C -0.443 -2.521 0.115
C -1.635 0.613 1.168
N -0.928 1.262 0.098
C -1.740 2.165 -0.637
C -3.068 1.858 -0.931
C -3.854 2.723 -1.674
C -3.326 3.926 -2.120
C -2.013 4.258 -1.821
C -1.238 3.377 -1.097
F 0.016 3.743 -0.785
H -0.527 4.174 3.712
H -0.171 2.470 3.996
H -1.695 3.165 4.554
H -0.878 3.075 1.622
H -3.580 3.583 2.952
H -3.303 3.567 1.207
H -2.539 4.803 2.216
H -2.940 1.334 4.202
H -3.514 -1.061 4.073
H -2.900 -2.371 2.090
H -1.361 -0.934 -0.974
H -3.036 -3.256 0.066
H -2.636 -2.835 -1.595
H -3.743 -1.813 -0.670
H -0.662 -3.193 0.948
H 0.461 -1.958 0.352
H -0.241 -3.119 -0.775
H -3.476 0.920 -0.579
H -4.876 2.456 -1.903
H -3.934 4.610 -2.696
H -1.573 5.193 -2.142
Br -0.360 -6.051 2.476
C 1.337 -5.241 2.684
C 2.070 -4.894 1.558
C 3.304 -4.285 1.710
C 3.799 -4.031 2.990
C 3.084 -4.446 4.104
C 1.837 -5.031 3.958
N 5.102 -3.477 3.258
N 5.570 -2.488 2.690
C 4.798 -1.719 1.749
C 5.306 -1.508 0.496
C 4.557 -0.834 -0.488
C 3.312 -0.349 -0.186
O 2.536 0.287 -1.068
C 2.827 -0.468 1.137
N 1.594 0.096 1.367
C 1.102 0.037 2.584
C 1.804 -0.543 3.656
C 3.023 -1.117 3.441
C 3.558 -1.125 2.134
H 1.678 -5.094 0.570
H 3.874 -4.020 0.833
H 3.513 -4.299 5.087
H 1.267 -5.338 4.823
H 6.278 -1.914 0.248
H 4.947 -0.705 -1.488
H 0.116 0.451 2.738
H 1.357 -0.523 4.639
H 3.582 -1.555 4.257
O 0.109 -0.714 -2.977
C 0.182 0.485 -3.192
O 0.316 1.417 -2.300
C 0.084 1.024 -4.598
C 0.527 2.307 -4.903
C 0.445 2.781 -6.201
C -0.098 1.956 -7.170
C -0.549 0.678 -6.893
C -0.446 0.212 -5.593
N -0.199 2.460 -8.552
O 0.190 3.590 -8.771
O -0.668 1.717 -9.391
H 0.935 2.923 -4.114
H 0.788 3.769 -6.470
H -0.963 0.073 -7.686
H -0.768 -0.785 -5.331

***

25
Properties=species:S:1:pos:R:3 method="wB97M-V/def2-TZVPD" smiles="[H]/N=C/[C@H](C1=NCCCO1)[S@@](=N)(N)=O" de_lowest_kcal_mol=39.8 lumo_ev=0.66 spin_multiplicity=1
H -1.702 -3.121 -2.494
N -1.375 -2.227 -2.268
C -0.702 -1.793 -1.259
C -0.393 -0.277 -1.150
C 0.744 0.006 -0.183
N 0.856 -0.752 0.801
C 1.778 -0.583 1.884
C 2.120 0.953 1.874
C 2.475 1.469 0.468
O 1.577 1.013 -0.495
S -2.088 0.235 -0.445
N -2.040 1.450 0.462
N -2.834 0.715 -1.831
O -2.811 -0.953 0.005
H -0.445 -2.319 -0.338
H -0.321 0.000 -2.258
H 2.600 -1.300 1.627
H 1.316 -0.989 2.801
H 1.189 1.438 1.924
H 2.880 1.203 2.573
H 2.488 2.512 0.540
H 3.512 1.040 0.309
H -2.059 1.220 1.427
H -3.097 -0.146 -2.189
H -3.669 1.207 -1.783

***

112
Properties=species:S:1:pos:R:3 method="wB97M-V/def2-TZVPD" lumo_ev=0.19 spin_multiplicity=1
F 0.431 -5.827 1.907
C 0.950 -4.697 1.376
C 0.063 -3.779 0.690
C 0.649 -2.643 0.172
C 2.016 -2.392 0.281
C 2.844 -3.299 0.933
C 2.305 -4.434 1.541
H -0.998 -3.968 0.753
H 0.098 -1.910 -0.399
H 2.442 -1.507 -0.168
H 3.906 -3.104 0.935
H 2.898 -5.129 2.116
C -2.479 3.953 0.922
Cl -1.426 3.919 2.366
Cl -2.097 2.539 -0.151
H -3.500 4.019 1.299
H -2.399 4.944 0.475
C 1.130 3.917 0.423
Cl 2.259 5.250 0.006
Cl 1.120 2.575 -0.823
H 1.528 3.533 1.363
H 0.117 4.225 0.680
C -0.189 1.877 -2.432
C -1.163 1.921 -3.689
O -2.052 2.741 -3.708
C -0.844 1.017 -4.890
H 0.766 2.370 -2.614
H 0.060 0.838 -2.216
H -0.516 2.212 -1.447
H -1.364 0.069 -4.750
H 0.244 0.971 -4.932
H -1.123 1.224 -5.923
C -3.970 -1.644 2.840
C -3.442 -1.100 1.520
O -3.716 0.013 1.081
C -2.533 -2.072 0.800
H -4.952 -1.197 2.997
H -3.132 -1.486 3.519
H -4.090 -2.724 2.749
H -1.711 -1.471 0.410
H -3.057 -2.640 0.032
H -2.191 -2.830 1.506
C -0.014 1.232 3.045
C 1.194 1.997 2.705
O 2.019 1.439 2.051
C 1.382 3.425 3.265
H 0.104 0.891 4.074
H -0.181 0.348 2.430
H -0.817 1.968 3.040
H 0.725 4.090 2.704
H 2.413 3.767 3.168
H 1.139 3.425 4.327
C 1.024 -1.739 2.578
C -0.398 -1.665 3.115
O -1.329 -1.146 2.484
C -0.647 -2.506 4.382
H 1.061 -1.653 1.492
H 1.425 -2.730 2.794
H 1.713 -1.021 3.022
H -1.411 -2.070 5.026
H 0.255 -2.708 4.960
H -0.935 -3.517 4.094
C -1.145 -3.296 -1.686
C -2.218 -2.427 -2.245
O -3.383 -2.358 -1.789
C -2.008 -1.777 -3.573
H -0.400 -2.643 -1.232
H -0.593 -3.669 -2.550
H -1.421 -4.111 -1.017
H -1.344 -2.371 -4.201
H -1.427 -0.864 -3.440
H -2.890 -1.576 -4.182
C -1.492 0.466 0.815
C -0.553 0.027 -0.257
O -1.065 -0.611 -1.224
C 0.958 0.154 -0.160
H -1.073 1.438 1.077
H -1.541 -0.303 1.586
H -2.510 0.504 0.428
H 1.387 0.261 -1.156
H 1.470 -0.631 0.398
H 1.213 1.105 0.306
C 3.486 1.172 -0.032
C 3.681 0.383 1.256
O 3.029 -0.594 1.508
C 4.961 0.765 2.130
H 4.098 2.067 0.075
H 2.433 1.411 -0.180
H 3.977 0.615 -0.830
H 4.755 0.413 3.141
H 4.950 1.847 2.259
H 5.793 0.195 1.718
C 4.355 2.588 -2.341
C 3.064 1.916 -2.732
O 2.148 2.492 -3.326
C 2.971 0.407 -2.530
H 4.333 3.570 -2.813
H 5.205 1.969 -2.625
H 4.202 2.597 -1.261
H 3.482 -0.059 -3.372
H 1.967 -0.018 -2.527
H 3.700 0.263 -1.733
C -4.284 -0.206 -3.469
C -4.323 0.609 -2.190
O -5.271 1.386 -1.956
C -3.051 0.528 -1.359
H -4.316 -1.284 -3.308
H -3.544 -0.033 -4.251
H -5.233 -0.058 -3.985
H -2.189 0.522 -2.026
H -3.054 -0.316 -0.670
H -2.894 1.436 -0.777

***

74
Properties=species:S:1:pos:R:3 method="wB97M-V/def2-TZVPD" total_charge=-1 lumo_ev=2.03 spin_multiplicity=1
C -0.010 -0.746 3.477
C -0.795 -1.192 2.249
C -0.486 -0.349 1.002
C 0.288 -1.142 -0.057
C -0.549 -2.130 -0.898
Al -2.469 -1.732 -1.410
C -2.606 -0.003 -2.501
C -1.346 0.874 -2.482
C -1.588 2.363 -2.550
F -2.425 2.700 -3.575
Br -2.394 3.038 -0.909
C -0.320 3.189 -2.837
F 0.177 2.813 -4.033
F -0.590 4.504 -2.930
Br 1.075 2.939 -1.517
C -3.732 -1.796 0.175
C -5.188 -1.701 -0.234
O -6.030 -2.703 0.399
C -5.842 -0.328 0.060
N -4.944 0.827 0.011
H 1.064 -0.739 3.269
H -0.189 -1.399 4.335
H -0.281 0.274 3.760
H -0.566 -2.238 2.046
H -1.862 -1.153 2.478
H 0.120 0.517 1.302
H -1.413 0.060 0.588
H 1.089 -1.670 0.480
H 0.809 -0.445 -0.723
H 0.013 -2.353 -1.815
H -0.604 -3.092 -0.369
H -3.004 -2.955 -2.378
H -3.466 0.564 -2.128
H -2.834 -0.251 -3.540
H -0.730 0.694 -1.602
H -0.725 0.648 -3.355
H -3.507 -1.054 0.944
H -3.567 -2.803 0.579
H -5.328 -1.936 -1.294
H -5.786 -2.682 1.334
H -6.683 -0.198 -0.630
H -6.276 -0.400 1.060
H -5.084 1.452 0.791
H -5.043 1.364 -0.838
C 4.008 6.781 -3.422
C 3.189 6.011 -2.378
C 4.132 5.671 -1.219
S 5.382 6.967 -1.200
O 6.667 6.388 -1.511
O 5.239 7.793 -0.027
C 4.784 7.839 -2.648
H 3.371 7.233 -4.182
H 4.704 6.107 -3.926
H 2.371 6.637 -2.018
H 2.747 5.108 -2.791
H 3.643 5.663 -0.248
H 4.657 4.731 -1.376
H 5.644 8.252 -3.171
H 4.137 8.641 -2.294
C 2.720 -6.913 2.695
C 2.191 -6.752 4.128
C 1.773 -5.288 4.298
S 1.296 -4.711 2.655
O 2.227 -3.693 2.244
O -0.121 -4.479 2.608
C 1.699 -6.231 1.793
H 2.850 -7.960 2.427
H 3.689 -6.418 2.597
H 1.325 -7.402 4.271
H 2.939 -7.032 4.869
H 0.920 -5.148 4.957
H 2.598 -4.655 4.620
H 2.065 -5.967 0.804
H 0.777 -6.806 1.710

***

11
Properties=species:S:1:pos:R:3 method="wB97M-V/def2-TZVPD" total_charge=+1 de_lowest_kcal_mol=58.0 lumo_ev="-4.35 / -4.39" spin_multiplicity=2 s2=0.756
O -2.324 -1.688 1.942
C -2.761 -2.427 2.683
O -0.471 -0.341 -1.478
C 0.811 -0.159 -1.282
C 0.721 1.377 -0.044
O 0.255 0.615 0.933
Ca -1.480 -0.352 0.308
H 1.947 0.269 -1.293
H 1.774 1.672 0.075
H 1.298 -1.151 -1.235
H 0.229 2.184 -0.609

***

7
Properties=species:S:1:pos:R:3 method="wB97M-V/def2-TZVPD" total_charge=-1 lumo_ev="3.16 / 2.47" spin_multiplicity=3 s2=2.035
N 1.810 -0.478 1.413
O -2.077 -1.736 3.315
O -3.046 0.284 2.258
O -1.662 0.647 4.196
S -2.016 -0.267 3.087
I -0.095 0.325 1.527
H 2.451 -0.317 2.125

***

10
Properties=species:S:1:pos:R:3 method="wB97M-V/def2-TZVPD" smiles="N1=N[C@H]2[C@H]3[C@@H]1[C@@H]23" de_lowest_kcal_mol=86.2 lumo_ev=0.98 spin_multiplicity=1
N -0.874 1.811 -0.963
N -0.479 1.079 -1.885
C 0.155 -0.041 -1.308
C 0.648 0.235 0.080
C -0.540 1.190 0.256
C -0.639 -0.378 0.014
H 0.534 -0.833 -1.838
H 1.532 0.110 0.702
H -0.918 1.561 1.269
H -1.150 -1.256 0.320

***

15
Properties=species:S:1:pos:R:3 method="wB97M-V/def2-TZVPD" de_lowest_kcal_mol=64.7 lumo_ev="-1.46 / -1.50" spin_multiplicity=2 s2=0.754
O 0.682 -1.510 -0.320
Ca 2.794 -0.673 -0.443
O 1.904 -1.167 1.455
C 0.770 -1.547 1.065
O -0.342 -1.515 1.615
O 1.533 1.404 -0.147
C 0.432 1.867 0.063
C -0.871 1.255 -0.362
O -0.766 0.147 -1.203
C -0.828 -1.116 -0.632
H 0.324 2.784 0.677
H -1.432 2.043 -0.890
H -1.447 1.044 0.560
H -1.039 -1.815 -1.448
H -1.715 -1.201 0.009

***

35
Properties=species:S:1:pos:R:3 method="wB97M-V/def2-TZVPD" total_charge=-2 de_lowest_kcal_mol=0.0 lumo_ev="4.12 / 4.12" spin_multiplicity=5 s2=6.008
Cr 9.356 -12.961 -3.915
S 8.167 -15.377 -3.773
O 6.714 -15.508 -3.765
O 8.659 -14.621 -4.985
O 8.591 -14.400 -2.681
O 8.841 -16.677 -3.660
S 8.774 -10.587 -4.973
O 8.303 -10.199 -6.314
O 10.062 -11.384 -5.008
O 8.882 -9.343 -4.171
O 7.861 -11.563 -4.282
C 12.359 -10.718 -1.525
O 11.314 -10.848 -0.592
C 10.208 -11.443 -1.074
O 10.029 -11.725 -2.220
O 9.339 -11.565 -0.094
C 8.173 -12.348 -0.453
H 12.019 -10.826 -2.556
H 13.135 -11.471 -1.372
H 12.781 -9.719 -1.424
H 7.460 -12.288 0.360
H 8.441 -13.380 -0.676
H 7.760 -11.966 -1.390
C 14.915 -14.022 -2.835
O 13.686 -13.388 -3.093
C 12.635 -14.132 -3.467
O 11.566 -13.638 -3.656
O 12.982 -15.399 -3.652
C 12.001 -16.246 -4.252
H 15.574 -13.297 -2.365
H 15.351 -14.443 -3.744
H 14.831 -14.866 -2.140
H 11.167 -16.442 -3.579
H 12.477 -17.134 -4.648
H 11.498 -15.729 -5.078

***

60
Properties=species:S:1:pos:R:3 method="wB97M-V/def2-TZVPD" total_charge=+1 de_lowest_kcal_mol=35.0 lumo_ev="-5.86 / -7.63" spin_multiplicity=3 s2=2.007
Pt -0.905 -1.493 -1.204
C 1.278 1.853 -0.173
C 0.540 0.599 -0.551
O 0.529 -0.399 0.218
O -0.242 0.535 -1.549
H 0.957 2.629 -0.864
H 2.336 1.685 -0.392
H 1.177 2.051 0.888
C 0.780 3.055 4.423
C -0.275 2.075 4.834
C -0.082 0.625 4.281
O -0.341 -0.166 5.407
C -0.413 0.573 6.540
O -0.625 0.095 7.597
O -0.177 1.869 6.270
H 0.989 2.999 3.346
H 1.767 2.818 4.823
H 0.500 4.082 4.646
H -1.302 2.410 4.699
H 0.891 0.354 3.869
H -0.840 0.571 3.493
C 2.615 1.097 -3.797
C 2.278 0.054 -4.819
C 1.914 0.367 -6.274
O 2.594 -0.646 -7.011
C 3.507 -1.253 -6.245
O 4.284 -2.061 -6.612
O 3.437 -0.765 -4.981
H 1.863 1.864 -3.626
H 3.630 1.487 -3.907
H 2.776 0.613 -2.823
H 1.462 -0.589 -4.454
H 2.257 1.365 -6.570
H 0.876 0.312 -6.596
C -3.676 1.322 -2.365
C -2.992 2.415 -1.518
C -2.101 3.345 -2.333
O -2.833 4.572 -2.403
C -3.826 4.537 -1.471
O -4.402 5.477 -1.043
O -4.071 3.260 -1.092
H -2.901 0.956 -3.048
H -4.361 1.874 -3.005
H -4.154 0.573 -1.742
H -2.337 2.052 -0.724
H -1.810 2.928 -3.297
H -1.168 3.595 -1.822
C -0.433 -5.443 4.122
C 0.362 -4.994 2.936
C 0.426 -6.039 1.786
O 0.280 -5.280 0.616
C -0.063 -4.022 0.921
O -0.136 -3.125 0.131
O -0.208 -3.876 2.228
H 0.081 -6.118 4.801
H -1.338 -5.940 3.760
H -0.818 -4.625 4.734
H 1.379 -4.713 3.205
H -0.315 -6.835 1.869
H 1.381 -6.560 1.864

***

These records have energy values of -108263.9322, -135316.1763, -27303.1674, -108521.5571, -209622.1099, -27746.5473, -26582.1450, -7188.9501, -32902.7317, -85177.3422, -51005.0938 eV, in the order they appear.